Computed, not measured: 2 unconnected molecules or ions with the total composition C3H11N2, with ωB97M-V with the def2-TZVPD basis set.

- Orbital gap: 6.2 eV
- Highest occupied orbital energy: -0.5077 Ha
- Lowest unoccupied orbital energy: -0.280 Ha
- Charge: +1

Element x y z (Å)
C 0.14 -0.30 2.53
C 0.65 0.47 -0.68
C -0.22 -0.31 -1.57
N -0.87 0.67 -2.47
N 0.47 -1.05 1.35
H -0.68 -0.78 3.07
H -0.42 0.62 2.30
H 0.11 1.35 -0.30
H 1.65 0.75 -1.01
H -1.19 -0.58 -1.12
H 0.29 -1.05 -2.17
H -1.82 0.95 -2.27
H -0.39 1.51 -2.73
H 0.57 -0.43 0.55
H 0.78 -2.00 1.43
H 0.93 0.19 3.11

These are the Löwdin partial charges, in e, on atoms 1 to 2: -0.15, 0.17

---

Computed, not measured: C3H3N3O2 in the gas phase, with ωB97M-V with the def2-TZVPD basis set.

- Orbital gap: 9.8 eV
- SMILES: [H]/N=c1\ncnc(O)o1
- Highest occupied orbital energy: -0.3548 Ha
- Lowest unoccupied orbital energy: 0.005 Ha

Element x y z (Å)
C -1.14 -0.49 0.16
C -0.03 1.49 0.03
C 1.18 -0.48 0.00
H -2.90 -0.52 -0.33
H -0.11 2.57 -0.22
H 3.06 -0.67 0.27
N -1.25 0.80 0.30
N 1.10 0.88 -0.21
N 2.22 -1.22 0.16
O -2.11 -1.22 -0.06
O -0.03 -1.14 -0.10

These are the Löwdin partial charges, in e, on atoms 1 to 2: -0.59, -0.12

---

Computed, not measured: 2 unconnected molecules or ions with the total composition C2H5I2N, with ωB97M-V with the def2-TZVPD basis set.

- Orbital gap (spin up / spin down): 6.5 / 6.5 eV
- Highest occupied orbital energy (spin up / spin down): -0.2855 / -0.2854 Ha
- Lowest unoccupied orbital energy (spin up / spin down): -0.048 / -0.048 Ha

Element x y z (Å)
C -0.19 0.38 1.00
C -0.30 0.57 -1.46
N -0.92 0.49 -0.21
I 1.34 1.82 -1.65
I -2.64 -0.80 -0.34
H -0.75 0.61 1.92
H 0.13 -0.66 1.18
H 0.55 1.11 1.10
H -0.93 0.45 -2.30
H 0.53 -1.31 -2.07

These are the Löwdin partial charges, in e, on atoms 1 to 2: -0.26, -0.90

---

Computed, not measured: a molecular structure, C30H49BCsF6N7O5S2, with ωB97M-V with the def2-TZVPD basis set.

- Orbital gap: 7.5 eV
- Highest occupied orbital energy: -0.1396 Ha
- Lowest unoccupied orbital energy: 0.136 Ha
- Charge: -2

Element x y z (Å)
Cs -0.82 1.96 0.56
C -2.36 3.24 -2.67
C -2.09 1.73 -2.78
C -3.08 0.95 -1.93
C -0.68 1.37 -2.42
C 0.51 2.00 -2.82
C 1.53 1.20 -2.34
C 2.98 1.58 -2.54
C 3.34 2.72 -1.58
C 4.00 0.46 -2.41
N 0.96 0.16 -1.70
N -0.37 0.26 -1.75
B 1.53 -1.18 -1.15
N 2.17 -1.04 0.25
N 1.47 -0.47 1.23
C 2.10 -0.70 2.37
C 3.27 -1.42 2.12
C 3.28 -1.62 0.75
C 4.32 -2.37 -0.04
C 5.72 -1.83 0.27
C 4.23 -3.87 0.26
C 1.56 -0.33 3.72
C 1.59 -1.57 4.62
C 0.13 0.21 3.62
N 0.34 -2.15 -1.05
N -0.50 -2.04 -0.01
C -1.52 -2.85 -0.23
C -1.34 -3.53 -1.44
C -0.15 -3.04 -1.95
C 0.45 -3.47 -3.26
C 0.63 -2.30 -4.23
C 1.76 -4.24 -3.06
C -2.68 -2.97 0.71
C -2.47 -2.11 1.95
C -3.97 -2.56 -0.01
H -3.36 3.46 -3.03
H -1.64 3.81 -3.26
H -2.31 3.56 -1.63
H -2.22 1.44 -3.84
H -3.05 1.31 -0.91
H -2.81 -0.11 -1.95
H -4.10 1.09 -2.31
H 0.62 2.90 -3.40
H 3.05 1.98 -3.56
H 3.26 2.38 -0.55
H 2.66 3.56 -1.72
H 4.36 3.07 -1.77
H 4.00 0.07 -1.40
H 5.00 0.84 -2.64
H 3.78 -0.36 -3.10
H 2.33 -1.63 -1.91
H 4.01 -1.74 2.83
H 4.13 -2.22 -1.11
H 5.96 -1.99 1.32
H 5.77 -0.77 0.07
H 6.47 -2.34 -0.33
H 4.42 -4.05 1.31
H 4.95 -4.43 -0.34
H 3.23 -4.22 0.02
H 2.21 0.44 4.17
H 1.01 -2.37 4.16
H 1.16 -1.34 5.59
H 2.61 -1.93 4.76
H -0.45 -0.43 2.96
H 0.12 1.21 3.21
H -0.33 0.24 4.60
H -1.98 -4.26 -1.89
H -0.28 -4.16 -3.70
H 1.38 -1.61 -3.87
H -0.31 -1.75 -4.31
H 0.91 -2.66 -5.22
H 2.51 -3.61 -2.60
H 2.14 -4.61 -4.01
H 1.59 -5.09 -2.40
H -2.78 -4.03 1.02
H -2.32 -1.07 1.64
H -1.59 -2.44 2.48
H -3.34 -2.17 2.61
H -3.87 -1.54 -0.37
H -4.82 -2.61 0.68
H -4.17 -3.22 -0.85
F 0.80 4.80 4.14
C -0.43 5.30 3.84
F -0.21 6.60 3.57
F -1.10 5.28 5.01
S -1.25 4.30 2.44
O -1.39 3.05 3.14
O -0.16 4.33 1.49
N -2.47 5.25 2.31
S -3.49 4.58 1.23
O -3.83 5.28 0.01
O -2.56 3.45 0.81
C -4.86 3.27 1.69
F -4.80 3.05 3.04
F -6.15 3.70 1.49
F -4.72 5.56 2.16
C -5.46 1.03 1.45
O -4.67 2.13 1.01
H -6.51 1.31 1.49
H -5.13 0.70 2.44
H -5.30 0.24 0.72

These are the Löwdin partial charges, in e, on atoms 1 to 2: 1.58, -0.05

---

Which E belongs to each record? In order, -6257.803; -11723.612; -19841.522; -91775.865 eV.
Which ΔE to the lowest compared entry with this formula, charge and spin belongs to each record? In order, 557.54; 226.30; 370.58; 154.67 kJ/mol.
Which maximum force belongs to each record? In order, 3.6; 7.7; 3.0; 4.6 eV/Å.